1.
ORCA calculation (wB97M-V/def2-TZVPD) on a structure of composition C47H60Cl2O8SV in a non-equilibrium geometry.

```
119
Properties=species:S:1:pos:R:3:forces:R:3
V 0.88112 -1.05045 0.24009 0.2 0.8 1.2
C -3.02858 0.06558 1.00664 0.0 0.0 0.0
O -2.02489 -0.83557 0.57342 0.1 0.1 -0.1
C -1.70237 -1.87674 1.41201 -0.2 -0.1 0.1
C -1.36929 -1.66991 2.75983 0.1 0.1 0.0
C -0.97496 -0.30248 3.33761 0.2 -0.2 -0.2
C 0.53539 -0.03945 3.42177 -0.1 -0.1 0.1
C 1.26331 -0.28822 4.57289 0.0 0.0 0.0
C 2.62791 -0.00322 4.66509 -0.1 0.0 0.0
C 3.23709 0.61794 3.57986 0.0 0.0 0.0
C 2.54631 0.89420 2.40522 0.2 0.2 -0.1
C 3.20128 1.67253 1.25034 -0.1 -0.3 0.0
C 3.81180 0.82876 0.12719 0.0 0.1 0.1
C 5.03998 0.22378 0.33342 0.0 0.0 0.0
C 5.53744 -0.77056 -0.50739 0.0 0.0 0.0
C 4.73365 -1.19493 -1.55631 0.0 0.0 0.0
C 3.50604 -0.59796 -1.82775 -0.1 0.0 -0.1
C 2.55035 -1.23266 -2.84131 0.0 -0.1 0.3
C 1.82326 -2.48320 -2.32251 0.2 0.1 0.0
C 2.34537 -3.75890 -2.50390 0.0 0.0 0.0
C 1.68214 -4.89778 -2.05746 0.0 0.0 0.1
C 0.41881 -4.74597 -1.48186 0.0 0.0 0.0
C -0.14842 -3.50200 -1.27352 -0.2 0.0 0.1
C -1.56164 -3.33044 -0.69196 0.3 0.1 0.2
C -1.60115 -3.14293 0.82721 0.0 0.0 -0.1
C -1.38741 -4.23288 1.66229 0.0 0.0 0.0
C -1.23046 -4.08977 3.03416 -0.1 0.0 0.0
C -1.19253 -2.79583 3.54812 0.0 0.0 0.0
C -0.97504 -5.27361 3.96484 0.1 0.0 0.0
C -1.12068 -6.61399 3.24256 0.0 0.0 0.0
C 0.45847 -5.16629 4.51098 0.0 0.0 0.0
C -1.97675 -5.24414 5.12643 0.0 0.0 0.0
C 0.59475 -2.37427 -1.66170 -0.4 0.1 -0.6
O 0.08928 -1.13819 -1.39372 -0.3 -0.2 -0.7
C 2.30641 -6.29340 -2.11227 0.0 0.0 0.0
C 2.31887 -6.88628 -0.68825 0.0 0.0 0.0
C 3.75032 -6.24986 -2.61533 0.0 0.0 0.0
C 1.48566 -7.19761 -3.03914 0.0 0.0 0.0
C 3.11839 0.48737 -1.04196 0.1 0.1 -0.1
O 1.93715 1.11507 -1.38144 -0.1 0.0 0.0
C 2.03242 2.48597 -1.71443 0.0 0.0 0.0
C 6.87931 -1.42033 -0.17576 -0.1 -0.1 0.0
C 7.98786 -0.36248 -0.22353 0.0 0.0 0.0
C 6.79755 -2.03052 1.23587 0.0 0.0 0.0
C 7.23573 -2.53769 -1.15714 0.0 0.0 0.0
C 1.21131 0.49661 2.31545 -0.2 0.2 0.0
O 0.56198 0.60195 1.14127 -0.1 -0.1 -0.1
C 3.39247 -0.42448 5.91967 0.0 0.0 0.0
C 2.79015 0.24717 7.15958 0.0 0.0 0.0
C 4.87263 -0.04673 5.84129 0.0 0.0 0.0
C 3.29621 -1.95523 6.05772 0.0 0.0 0.0
H -3.51224 -0.29727 1.91587 0.0 0.0 0.0
H -3.76730 0.15070 0.20894 0.0 0.0 0.0
H -2.60063 1.05209 1.18674 0.0 0.0 0.0
H -1.37641 -0.21961 4.34985 -0.1 0.0 0.0
H -1.39619 0.49384 2.73199 0.0 0.1 0.1
H 0.75147 -0.74220 5.41721 0.0 0.0 0.0
H 4.28594 0.88784 3.62418 0.0 0.0 0.0
H 3.99046 2.28460 1.69191 0.0 0.0 -0.1
H 2.44213 2.33391 0.83981 0.0 0.1 0.1
H 5.58496 0.48325 1.23606 0.0 0.0 0.0
H 5.02860 -2.03902 -2.16785 0.0 0.0 0.0
H 3.11078 -1.53108 -3.72931 0.0 0.0 0.0
H 1.80135 -0.49465 -3.12148 0.0 0.0 -0.1
H 3.30212 -3.84634 -3.00407 0.0 0.0 0.1
H -0.13179 -5.62530 -1.16135 0.0 0.0 0.0
H -2.13423 -4.21967 -0.96058 0.0 0.0 0.0
H -2.01393 -2.45833 -1.16020 -0.1 0.0 -0.1
H -1.28944 -5.20747 1.19902 0.0 0.0 0.0
H -0.93032 -2.64093 4.59053 0.0 0.0 0.0
H -0.34218 -6.74263 2.48720 0.0 0.0 0.0
H -2.09550 -6.70157 2.75688 0.0 0.0 0.0
H -1.02540 -7.42893 3.96396 0.0 0.0 0.0
H 1.17267 -5.03320 3.69594 0.0 0.0 0.0
H 0.72287 -6.06794 5.07171 0.0 0.0 0.0
H 0.56482 -4.30689 5.17616 0.0 0.0 0.0
H -3.00196 -5.29307 4.75130 0.0 0.0 0.0
H -1.87778 -4.33082 5.71477 0.0 0.0 0.0
H -1.80982 -6.09581 5.79229 0.0 0.0 0.0
H 2.60654 -6.12560 0.03644 0.1 0.0 0.0
H 3.02410 -7.72042 -0.63355 -0.1 0.0 0.0
H 1.33063 -7.26000 -0.40827 0.0 0.0 0.0
H 4.36192 -5.61306 -1.97231 0.0 0.0 0.0
H 3.81295 -5.87866 -3.64126 0.0 0.0 0.0
H 4.17194 -7.25722 -2.59606 0.0 0.0 0.0
H 0.44961 -7.26781 -2.70331 0.0 0.0 0.0
H 1.90771 -8.20698 -3.05407 0.0 0.0 0.0
H 1.48392 -6.80838 -4.06051 0.0 0.0 0.0
H 3.05809 2.74808 -1.98353 0.0 0.0 0.0
H 1.70229 3.11826 -0.88672 0.0 0.0 0.0
H 1.37704 2.66464 -2.56789 0.0 0.0 0.0
H 7.78862 0.45071 0.47624 0.0 0.0 0.0
H 8.06726 0.06633 -1.22558 0.0 0.0 0.0
H 8.95166 -0.80962 0.03768 0.0 0.0 0.0
H 6.80002 -1.25605 2.00535 0.0 0.0 0.0
H 7.65122 -2.68978 1.41680 0.0 0.0 0.0
H 5.87750 -2.60649 1.35291 0.0 0.0 0.0
H 7.27721 -2.17125 -2.18564 0.0 0.0 0.0
H 6.51001 -3.35256 -1.10578 0.0 0.0 0.0
H 8.21708 -2.94487 -0.90310 0.0 0.0 0.0
H 2.84082 1.33539 7.07112 0.0 0.0 0.0
H 3.33804 -0.05274 8.05833 0.0 0.0 0.0
H 1.74364 -0.03073 7.29435 0.0 0.0 0.0
H 5.00619 1.03245 5.73259 0.0 0.0 0.0
H 5.35713 -0.54612 4.99945 0.0 0.0 0.0
H 5.37769 -0.35926 6.75823 0.0 0.0 0.0
H 2.29777 -2.25642 6.38506 0.0 0.0 0.0
H 4.01928 -2.31967 6.79408 0.0 0.0 0.0
H 3.48428 -2.43336 5.09591 0.0 0.0 0.0
O 3.07692 -2.70647 2.76080 -0.1 0.1 0.1
S 2.41468 -2.74758 1.48286 0.3 -0.3 0.1
O 2.73906 -1.51036 0.63615 0.2 -0.6 0.1
O 0.91331 -2.46957 1.60225 0.4 -0.4 0.0
O 2.66057 -3.95453 0.72409 0.0 0.0 0.1
Cl -3.80216 2.77824 -1.68263 0.1 0.0 0.0
C -2.05223 2.82624 -2.06543 -0.1 0.2 -0.1
Cl -1.16619 1.47968 -1.41366 -0.1 -0.1 0.0
H -1.66275 3.74676 -1.64579 0.0 0.0 0.0
H -1.96360 2.81565 -3.14531 0.0 0.1 0.0
```
Positions in Å, forces in eV/Å.

Values from the calculation:
Max |F| = 0.02801 hartree/bohr
Net charge = -1
Energy above the lowest of the compared OMol25 structures with the same formula, charge and spin = 0.779 eV
2S+1 = 3
E = -127666.899 eV
E_LUMO (spin up / spin down) = 2.22 / 2.22 eV
Highest occupied orbital energy (spin up / spin down) = -5.0 / -5.0 eV



2.
ORCA calculation (wB97M-V/def2-TZVPD) on a structure of composition C47H60CsN9O4S in a non-equilibrium geometry.

```
122
Properties=species:S:1:pos:R:3:forces:R:3
Cs -0.47062 -0.56606 -0.14577 0.4 1.1 0.6
C -2.61631 -6.47088 -2.64195 0.0 0.0 -0.1
C -2.48460 -5.75880 -1.29027 0.0 0.0 0.0
C -2.65085 -4.27119 -1.39214 -0.5 -0.1 0.1
C -3.80410 -3.54407 -1.26566 0.1 -0.5 0.0
C -5.17578 -4.05202 -0.93556 0.0 0.0 0.0
C -5.53658 -3.86700 0.54359 0.0 0.0 0.0
C -3.42853 -2.15858 -1.46449 -0.1 0.7 -0.1
N -2.07270 -2.06911 -1.68811 -0.5 -0.5 -0.4
C -1.60626 -3.30396 -1.67279 1.1 -0.1 -0.2
C -0.19676 -3.67430 -1.85392 -0.8 0.4 -2.4
C 0.76414 -2.84114 -2.57614 -1.2 -0.3 0.8
C 1.85722 -3.36162 -3.37710 0.6 0.1 -0.5
C 2.08346 -4.83104 -3.61141 0.0 0.0 0.0
C 1.31986 -5.36670 -4.82812 -0.1 0.1 0.0
C 2.50276 -2.25536 -3.87314 0.1 -0.7 -0.1
C 1.77774 -1.10822 -3.35219 -0.2 1.0 0.0
C 2.00254 0.21990 -3.71501 0.3 -0.9 0.1
C 1.18726 1.34200 -3.47524 -0.7 0.3 0.4
N -0.01009 1.30332 -2.85457 0.6 -0.1 -0.3
C -0.52766 2.54792 -2.95868 -0.3 0.4 0.1
C -1.83574 2.90526 -2.61404 0.1 -0.3 0.0
C -2.89469 2.05952 -2.21309 0.2 0.5 -0.1
N -2.76663 0.74521 -1.97754 -0.4 -0.4 0.3
C -4.00832 0.28186 -1.70106 0.4 0.5 -0.1
C -4.29867 -1.07135 -1.46340 0.2 -0.8 0.1
C -4.98757 1.36545 -1.73390 0.0 -0.2 0.0
C -4.28623 2.48747 -2.06699 0.2 0.1 -0.1
C -4.81719 3.87096 -2.30376 0.0 0.0 0.0
C -4.95026 4.22417 -3.79207 0.0 -0.1 0.0
C -6.46236 1.25318 -1.47383 0.0 0.0 -0.1
C -7.31732 1.26544 -2.74664 0.0 0.0 0.0
C 0.42186 3.45791 -3.61502 -0.3 0.0 0.1
C 1.49217 2.69740 -3.95371 0.1 -0.2 0.0
C 2.73240 3.10659 -4.68849 0.0 0.0 0.0
C 2.69857 2.74672 -6.18000 0.0 0.0 0.0
C 0.18407 4.90786 -3.91201 -0.1 0.0 0.0
C -0.62410 5.14318 -5.19648 0.0 -0.1 0.0
N 0.76206 -1.51680 -2.53405 0.0 -0.3 -0.2
C 3.66498 -2.12155 -4.81940 0.0 -0.1 0.0
C 4.63209 -3.30181 -4.89912 0.0 0.0 0.0
H -2.52755 -7.55739 -2.54041 0.0 0.1 0.0
H -1.84220 -6.13006 -3.33519 0.0 0.0 0.0
H -3.58274 -6.24403 -3.09996 0.0 0.0 0.0
H -1.50826 -5.99406 -0.85585 0.0 0.0 0.0
H -3.22433 -6.16258 -0.59430 0.0 0.0 0.0
H -5.24098 -5.11275 -1.19259 0.0 0.0 0.0
H -5.92033 -3.54317 -1.55506 0.0 0.0 0.0
H -4.86418 -4.44888 1.17839 0.0 0.0 0.0
H -6.56418 -4.18085 0.75162 0.0 0.0 0.0
H -5.43012 -2.82039 0.83512 0.0 0.0 0.0
H -0.12146 -4.71428 -2.16319 0.1 -0.1 0.2
H 1.76965 -5.38404 -2.72089 0.0 0.0 0.0
H 3.14433 -5.04467 -3.73222 0.0 0.0 0.0
H 0.24952 -5.17026 -4.72347 0.0 0.0 0.0
H 1.46058 -6.44462 -4.95987 0.0 0.1 0.0
H 1.65230 -4.86206 -5.73953 0.0 0.0 0.0
H 2.88925 0.40915 -4.31289 0.0 0.0 0.0
H -2.09364 3.95240 -2.74850 0.0 0.0 0.0
H -5.34233 -1.31017 -1.27640 0.0 0.0 0.0
H -4.16308 4.60206 -1.81955 0.0 0.0 0.0
H -5.79344 3.97069 -1.81879 0.0 0.0 0.0
H -3.97135 4.21904 -4.27712 0.0 0.0 0.0
H -5.39547 5.21394 -3.93121 0.0 0.0 0.0
H -5.57112 3.48967 -4.31115 0.0 0.0 0.0
H -6.77793 2.07230 -0.82100 0.0 0.0 0.0
H -6.66445 0.33415 -0.91959 0.0 0.0 0.0
H -7.26781 2.23942 -3.24058 0.0 -0.1 0.0
H -8.36820 1.05046 -2.52719 0.1 0.0 0.0
H -6.95402 0.51717 -3.45485 0.0 0.0 0.0
H 3.60414 2.64224 -4.21909 0.0 0.0 0.0
H 2.87261 4.18499 -4.58293 0.0 0.0 0.0
H 2.52568 1.67686 -6.31613 0.0 0.0 0.0
H 3.63694 3.00786 -6.67890 0.0 0.0 0.0
H 1.88511 3.27412 -6.68460 0.0 0.0 0.0
H 1.14549 5.42077 -3.99465 0.0 0.0 0.0
H -0.34011 5.37261 -3.07183 0.0 0.0 0.0
H -0.09181 4.73871 -6.06118 0.0 0.0 0.0
H -0.80678 6.20730 -5.37329 0.0 0.0 0.0
H -1.58953 4.63461 -5.14194 0.0 0.0 0.0
H 4.23519 -1.23564 -4.52691 0.0 0.0 0.0
H 3.29132 -1.90314 -5.82602 0.0 0.0 0.0
H 4.95862 -3.61147 -3.90283 0.0 0.0 0.0
H 5.52064 -3.02370 -5.47120 0.0 0.0 0.0
H 4.18542 -4.16958 -5.38928 0.0 0.1 0.0
N 3.09675 -2.26606 0.75029 0.0 0.1 0.0
C 3.56248 -2.57910 -0.50548 -0.1 -0.1 0.2
C 4.20889 -1.46718 -0.93901 0.0 0.3 0.1
N 4.14753 -0.47167 0.01642 0.1 -0.2 -0.4
C 3.46929 -0.98402 1.01662 0.0 0.1 0.3
C 3.17847 -0.27628 2.27390 0.2 -0.2 -0.4
N 3.73668 0.86318 2.62749 -0.2 0.0 0.3
C 3.18060 1.15334 3.85518 0.1 0.0 -0.1
C 2.29756 0.17732 4.22939 0.1 0.0 -0.2
N 2.31596 -0.73460 3.20929 -0.2 0.2 0.1
H 2.49811 -2.85885 1.30497 0.0 0.0 0.0
H 3.35564 -3.52691 -0.97029 0.0 0.1 0.0
H 4.68044 -1.30134 -1.89584 0.0 0.0 0.1
H 3.45544 2.04540 4.39823 0.0 -0.1 0.0
H 1.66646 0.03688 5.09374 0.1 0.0 -0.1
H 1.65210 -1.51715 3.19108 0.0 -0.3 0.1
O -3.15905 3.70925 0.78679 0.0 0.0 0.0
H -3.55829 3.16329 0.09718 0.0 0.0 0.0
H -2.25592 3.35965 0.85165 0.0 0.0 0.1
S -0.24525 -2.45446 6.69581 0.1 0.0 -0.4
C 0.12340 -2.54614 5.07287 -0.1 0.0 0.4
N 0.39477 -2.61006 3.93776 0.0 0.0 0.0
O 1.26361 -4.74464 -0.00335 0.2 -0.6 -0.4
C 0.58260 -3.81599 -0.17601 0.3 0.7 1.9
C 0.33241 4.61640 2.18067 0.1 0.0 0.0
C 0.48537 3.42890 1.26319 0.0 -0.1 -0.2
C 1.83508 3.16184 0.66515 0.1 0.1 0.0
O -0.45854 2.70498 1.01696 -0.1 0.0 0.0
H 0.59090 5.52928 1.63682 0.0 0.0 0.0
H 1.04057 4.52191 3.00999 0.0 0.0 -0.1
H -0.68517 4.67915 2.55908 0.0 0.0 0.0
H 2.46240 4.05414 0.65219 0.0 0.0 0.0
H 1.73739 2.77041 -0.34638 -0.1 0.0 0.0
H 2.35483 2.40314 1.26008 0.0 0.0 0.0
O 3.96017 2.00962 -1.57856 0.1 0.0 -0.1
H 4.17024 1.29974 -0.94360 -0.1 0.0 0.1
H 3.20471 1.66708 -2.07517 0.0 0.0 0.1
```
Positions in Å, forces in eV/Å.

Values from the calculation:
Max |F| = 0.04938 hartree/bohr
Net charge = -2
Energy above the lowest of the compared OMol25 structures with the same formula, charge and spin = 0.266 eV
E = -82700.340 eV
E_LUMO (spin up / spin down) = 3.30 / 3.30 eV
Highest occupied orbital energy (spin up / spin down) = -1.7 / -1.7 eV